DFT (ωB97M-V/def2-TZVPD) results for a 2-piece molecular cluster, C3H8N2OS2 overall at a distorted geometry.

Structure (XYZ):
```
16
C3H8N2OS2 ωB97M-V/def2-TZVPD
S -2.82418 0.09528 -0.95543
S -1.92642 -0.15352 0.92543
C 0.59395 0.84680 -0.28353
C 0.97426 -0.25649 0.73139
C 2.08112 0.38267 -0.14923
N 2.95576 1.32593 0.55523
O 2.59912 -0.34160 -1.10806
N 0.79559 -1.65534 0.46043
H -2.61625 -1.13945 -1.47984
H 0.23490 1.78629 0.12927
H 0.06079 0.55024 -1.17550
H 0.88689 0.03719 1.78205
H 3.53666 0.89312 1.27057
H 3.68859 1.70480 -0.07836
H -0.16273 -1.82752 0.33691
H 1.43244 -1.87196 -0.34202
```

Output
- net charge = -1
- gap between HOMO and LUMO (alpha / beta) (eV) = 5.831 / 4.256
- highest occupied orbital energy (alpha / beta) (eV) = -2.9667 / -2.8265
- ΔE to the lowest compared entry with this formula, charge and spin (eV) = 1.789
- multiplicity = 2
- total energy (eV) = -29937.3228

How positive or negative is each atom? The natural (NBO) charges in e answer that: atom 1 (S): -0.13, atom 2 (S): -0.17, atom 3 (C): -0.50, atom 4 (C): -0.12, atom 5 (C): 0.42, atom 6 (N): -0.88, atom 7 (O): -0.88, atom 8 (N): -0.87, atom 9 (H): 0.12, atom 10 (H): 0.20, atom 11 (H): 0.20, atom 12 (H): 0.18, atom 13 (H): 0.34, atom 14 (H): 0.35, atom 15 (H): 0.35, atom 16 (H): 0.40

=====

DFT (ωB97M-V/def2-TZVPD) results for a 2-piece molecular cluster, C3H8N2OS2 overall at a distorted geometry.

Structure (XYZ):
```
16
C3H8N2OS2 ωB97M-V/def2-TZVPD
C -3.61942 0.32072 -0.08357
C 1.89177 0.25018 -0.21383
C -0.35601 -1.09573 0.05780
N -3.68420 -0.58869 -0.91984
N -3.15637 1.44687 0.29172
O -0.47349 1.42614 -0.59887
S -5.02436 -0.75316 0.30935
S 0.29411 0.27203 -1.02733
H 2.30009 1.09412 -0.79005
H 1.62444 0.43904 0.82164
H 2.62720 -0.61678 -0.34244
H -0.61028 -0.51306 1.07560
H -1.20288 -1.46338 -0.36293
H 0.38696 -1.94651 0.12200
H -2.29776 1.70294 -0.22508
H -3.34855 1.88194 1.17842
```

Output
- gap between HOMO and LUMO (eV) = 8.384
- highest occupied orbital energy (eV) = -7.7358
- ΔE to the lowest compared entry with this formula, charge and spin (eV) = 3.888
- total energy (eV) = -29935.5847

How positive or negative is each atom? The natural (NBO) charges in e answer that: atom 1 (C): 0.36, atom 2 (C): -0.85, atom 3 (C): -0.81, atom 4 (N): -0.51, atom 5 (N): -0.80, atom 6 (O): -1.02, atom 7 (S): 0.05, atom 8 (S): 1.28, atom 9 (H): 0.23, atom 10 (H): 0.23, atom 11 (H): 0.26, atom 12 (H): 0.23, atom 13 (H): 0.23, atom 14 (H): 0.23, atom 15 (H): 0.45, atom 16 (H): 0.42

=====

DFT (ωB97M-V/def2-TZVPD) results for one molecule with the formula C3H8N2S at a distorted geometry.

Structure (XYZ):
```
14
C3H8N2S ωB97M-V/def2-TZVPD
C -1.12650 -0.24385 -0.44692
C 0.13409 -0.08683 0.50972
C 1.39111 0.23196 -0.26298
N -2.14897 -0.37183 0.56162
N -0.28509 1.19488 1.14271
S -2.12813 1.25149 1.23998
H -1.14853 0.54521 -1.13362
H -1.08271 -1.14559 -0.93550
H 0.09122 -0.81021 1.36446
H 1.40210 1.22777 -0.78858
H 1.48683 -0.53624 -0.94971
H 2.11289 0.03292 0.43687
H -3.11210 -0.47807 0.20799
H 0.00971 1.31200 2.11651
```

Output
- gap between HOMO and LUMO (eV) = 8.387
- highest occupied orbital energy (eV) = -7.6721
- ΔE to the lowest compared entry with this formula, charge and spin (eV) = 2.869
- total energy (eV) = -17053.8609

How positive or negative is each atom? The natural (NBO) charges in e answer that: atom 1 (C): -0.25, atom 2 (C): -0.06, atom 3 (C): -0.62, atom 4 (N): -0.74, atom 5 (N): -0.75, atom 6 (S): 0.42, atom 7 (H): 0.19, atom 8 (H): 0.20, atom 9 (H): 0.21, atom 10 (H): 0.23, atom 11 (H): 0.20, atom 12 (H): 0.21, atom 13 (H): 0.38, atom 14 (H): 0.37

=====

DFT (ωB97M-V/def2-TZVPD) results for a 2-piece molecular cluster, C3H8N2S overall at a distorted geometry.

Structure (XYZ):
```
14
C3H8N2S ωB97M-V/def2-TZVPD
C 3.08182 0.19765 0.18468
C 1.70721 0.15467 0.14307
C -0.15449 -0.83857 -0.37252
N -1.36643 1.60161 -0.33278
N -2.61334 -0.62381 0.00519
S -1.28817 0.31749 0.51512
H 3.78694 -0.59308 -0.09822
H 3.41307 1.22898 0.38260
H 1.25591 1.13104 0.24575
H -0.27038 -0.84620 -1.50589
H -0.17215 -1.85893 0.03379
H -1.49656 2.31671 0.35446
H -2.39052 -1.56977 -0.08207
H -3.49293 -0.61779 0.52681
```

Output
- gap between HOMO and LUMO (eV) = 9.587
- highest occupied orbital energy (eV) = -9.1209
- ΔE to the lowest compared entry with this formula, charge and spin (eV) = 6.366
- total energy (eV) = -17050.3641

How positive or negative is each atom? The natural (NBO) charges in e answer that: atom 1 (C): -0.46, atom 2 (C): -0.14, atom 3 (C): -0.58, atom 4 (N): -1.12, atom 5 (N): -1.06, atom 6 (S): 1.20, atom 7 (H): 0.21, atom 8 (H): 0.22, atom 9 (H): 0.17, atom 10 (H): 0.25, atom 11 (H): 0.21, atom 12 (H): 0.35, atom 13 (H): 0.36, atom 14 (H): 0.39

=====

DFT (ωB97M-V/def2-TZVPD) results for one molecule with the formula C3H8N2S at a distorted geometry.

Structure (XYZ):
```
14
C3H8N2S ωB97M-V/def2-TZVPD
C -1.22424 1.16037 -0.13863
C 0.34951 -1.36905 -0.29544
C 1.33089 -0.64018 0.60426
H -1.66773 1.46185 -1.09177
H -0.17637 1.41350 -0.22111
H -1.67207 1.81656 0.58263
H -2.52252 -0.27774 0.08334
H 0.70488 -2.20257 -0.84819
H 0.77424 0.07882 1.24100
H 1.79834 -1.46024 1.22157
H 2.07324 1.27643 -0.68422
N -1.53649 -0.21738 0.24806
N -0.92276 -1.21960 -0.48313
S 2.69109 0.17922 -0.21839
```

Output
- gap between HOMO and LUMO (eV) = 9.375
- highest occupied orbital energy (eV) = -8.5427
- ΔE to the lowest compared entry with this formula, charge and spin (eV) = 2.401
- total energy (eV) = -17054.3289

How positive or negative is each atom? The natural (NBO) charges in e answer that: atom 1 (C): -0.43, atom 2 (C): 0.05, atom 3 (C): -0.63, atom 4 (H): 0.18, atom 5 (H): 0.19, atom 6 (H): 0.21, atom 7 (H): 0.36, atom 8 (H): 0.18, atom 9 (H): 0.24, atom 10 (H): 0.25, atom 11 (H): 0.12, atom 12 (N): -0.48, atom 13 (N): -0.24, atom 14 (S): 0.00

=====

DFT (ωB97M-V/def2-TZVPD) results for one molecule with the formula C3H8N2S at a distorted geometry.

Structure (XYZ):
```
14
C3H8N2S ωB97M-V/def2-TZVPD
C 1.96544 -0.91021 -0.79789
C -0.04208 0.18408 0.02520
C -1.11355 0.13503 1.06978
H 2.62590 -1.79724 -0.69006
H 2.60989 -0.07157 -0.47150
H 1.69520 -0.81529 -1.83870
H 0.32530 -1.79334 -0.12183
H -0.49218 0.25955 -0.97815
H 0.56416 1.03680 0.20151
H -0.97818 -0.61924 1.86405
H -3.49538 2.44892 0.49980
N 0.84308 -0.98720 0.11001
N -2.16354 0.86134 1.16111
S -2.34407 2.06836 -0.03334
```

Output
- gap between HOMO and LUMO (eV) = 9.920
- highest occupied orbital energy (eV) = -8.9949
- ΔE to the lowest compared entry with this formula, charge and spin (eV) = 1.861
- total energy (eV) = -17054.8693

How positive or negative is each atom? The natural (NBO) charges in e answer that: atom 1 (C): -0.42, atom 2 (C): -0.32, atom 3 (C): 0.10, atom 4 (H): 0.20, atom 5 (H): 0.19, atom 6 (H): 0.17, atom 7 (H): 0.35, atom 8 (H): 0.19, atom 9 (H): 0.22, atom 10 (H): 0.19, atom 11 (H): 0.12, atom 12 (N): -0.61, atom 13 (N): -0.53, atom 14 (S): 0.14

=====

DFT (ωB97M-V/def2-TZVPD) results for one molecule with the formula C3H8N2S at a distorted geometry.

Structure (XYZ):
```
14
C3H8N2S ωB97M-V/def2-TZVPD
C 0.43691 2.01842 -0.49096
C 0.06747 1.17533 0.68548
C -1.22726 -0.81872 -0.16289
H -0.31744 1.89417 -1.33192
H 1.37442 1.67438 -0.86598
H 0.50561 3.08088 -0.24131
H 0.81080 1.14857 1.45979
H -0.89422 1.39091 1.20667
H 1.78262 -1.55777 1.00148
H -1.12814 -1.73667 -0.67572
H -3.11654 -0.82331 -0.34448
N -0.06369 -0.23788 0.28666
N -2.36094 -0.30460 -0.01721
S 1.39328 -0.97025 -0.14278
```

Output
- gap between HOMO and LUMO (eV) = 9.814
- highest occupied orbital energy (eV) = -9.0798
- ΔE to the lowest compared entry with this formula, charge and spin (eV) = 1.487
- total energy (eV) = -17055.2433

How positive or negative is each atom? The natural (NBO) charges in e answer that: atom 1 (C): -0.63, atom 2 (C): -0.23, atom 3 (C): 0.28, atom 4 (H): 0.22, atom 5 (H): 0.22, atom 6 (H): 0.22, atom 7 (H): 0.20, atom 8 (H): 0.23, atom 9 (H): 0.10, atom 10 (H): 0.16, atom 11 (H): 0.35, atom 12 (N): -0.58, atom 13 (N): -0.72, atom 14 (S): 0.18

=====

DFT (ωB97M-V/def2-TZVPD) results for a 2-piece molecular cluster, C3H8N2S overall at a distorted geometry.

Structure (XYZ):
```
14
C3H8N2S ωB97M-V/def2-TZVPD
C 1.46503 -1.08124 0.68096
C 0.20012 -1.89986 1.00523
C 0.78602 -1.54746 -0.33525
N -0.47430 1.69878 0.72205
N -0.83989 1.55335 -1.83048
S -1.29846 0.66721 -0.43070
H -0.03669 1.30033 1.52682
H 2.42562 -0.72238 0.95330
H 0.35923 -2.85880 1.39788
H -0.67786 -1.35036 1.34211
H 0.64082 -1.40741 -1.38291
H -0.98698 2.50131 1.03987
H -1.58555 1.86412 -2.42743
H 0.02289 1.28241 -2.26145
```

Output
- gap between HOMO and LUMO (eV) = 9.159
- highest occupied orbital energy (eV) = -8.2779
- ΔE to the lowest compared entry with this formula, charge and spin (eV) = 4.480
- total energy (eV) = -17052.2505

How positive or negative is each atom? The natural (NBO) charges in e answer that: atom 1 (C): -0.22, atom 2 (C): -0.42, atom 3 (C): -0.18, atom 4 (N): -1.00, atom 5 (N): -1.01, atom 6 (S): 0.53, atom 7 (H): 0.38, atom 8 (H): 0.22, atom 9 (H): 0.18, atom 10 (H): 0.17, atom 11 (H): 0.22, atom 12 (H): 0.37, atom 13 (H): 0.39, atom 14 (H): 0.37